Molecular formula: CH2BrO3S
Method: DFT, wB97M-V/def2-TZVPD

Geometry (Å):
C: 0.812 0.889 -1.429
O: -3.135 2.178 -0.638
O: -2.779 -0.253 -0.358
O: -1.823 1.322 1.303
S: -2.341 1.081 -0.071
Br: 1.908 1.163 0.219
H: 0.921 -0.170 -1.846
H: -0.358 1.021 -1.001

Summary:
E_LUMO (spin up / spin down) in eV: 2.302 / 3.268
Orbital gap (spin up / spin down) in eV: 5.655 / 8.959
Total charge: -1
E_tot in a.u.: -3237.1655
ΔE to the lowest compared entry with this formula, charge and spin in kcal per mole: 83.9
Spin multiplicity: 1

Just the Löwdin charges please, in e? Sure, here they are:
1 C -0.4622
2 O -0.4250
3 O -0.4095
4 O -0.4428
5 S 0.4403
6 Br 0.3748
7 H -0.0262
8 H -0.0494